[1]
{"formula": "C4H11N4O2", "method": "ωB97M-V/def2-TZVPD", "lumo_energy_ha": [-0.179, -0.178], "molar_mass_g_mol": 147.2, "gap_ev": [7.7, 8.3], "e_homo_ev": [-12.54, -13.10], "e_above_lowest_kj_mol": 673.6, "total_energy_ev": -14369.5528, "total_charge": 1, "symbols": ["C", "C", "C", "C", "N", "N", "N", "N", "O", "O", "H", "H", "H", "H", "H", "H", "H", "H", "H", "H", "H"], "xyz": [[-1.5503, 0.9175, 0.6098], [-1.0437, -1.6489, 0.1071], [-1.1775, -0.1998, -0.2413], [1.6987, 0.5538, 0.1258], [2.0377, -0.4389, -0.7094], [1.6131, 1.8121, -0.5274], [1.2592, 0.1822, 1.3520], [-1.2481, -0.0730, -1.5295], [1.8479, -1.6268, -0.3535], [1.1854, 2.7767, 0.0778], [-1.2723, 0.8157, 1.7153], [-2.6370, 1.0889, 0.2876], [-1.0011, 1.9340, 0.4806], [-1.8819, -2.2466, 0.1092], [-0.7860, -1.8303, 1.2310], [-0.1575, -2.0075, -0.6229], [1.6759, -0.7704, 1.6506], [1.5015, 0.9635, 1.9570], [2.6582, -0.2649, -1.5434], [-1.2893, 0.8412, -1.9745], [-1.4328, -0.7783, -2.2019]], "lowdin_charge": [-0.02, -0.01, -0.35, -0.39, -0.05, -0.01, 0.15, 0.23, -0.07, 0.00, 0.12, 0.15, 0.11, 0.07, 0.14, 0.13, 0.17, 0.12, 0.21, 0.16, 0.15]}

---

[2]
{"formula": "C4H11N5", "method": "ωB97M-V/def2-TZVPD", "lumo_energy_ha": 0.026, "molar_mass_g_mol": 129.2, "gap_ev": 8.4, "e_homo_ev": -7.74, "e_above_lowest_kj_mol": 417.4, "total_energy_ev": -11772.2245, "total_charge": 0, "symbols": ["C", "N", "C", "N", "H", "H", "H", "H", "C", "N", "C", "N", "N", "H", "H", "H", "H", "H", "H", "H"], "xyz": [[-1.9738, 1.2309, -0.0712], [-1.3102, 0.0339, -0.6021], [-1.2829, -1.1123, 0.3071], [-1.5833, -2.2446, 0.4208], [-1.6982, -0.2227, -1.5050], [-1.8834, 2.0487, -0.7854], [-1.4534, 1.5102, 0.8426], [-3.0200, 1.0368, 0.1699], [1.4975, -0.8644, -1.3444], [0.4723, -0.6353, 0.9289], [0.8580, 0.1197, -0.3858], [0.3968, 0.2186, 2.0614], [1.2995, 1.3153, -0.1828], [0.7183, -1.6128, 1.0482], [0.7472, 1.1276, 1.7169], [1.0168, -0.1142, 2.7931], [2.1649, 1.5230, -0.6647], [1.7783, -0.3741, -2.2760], [2.4108, -1.2730, -0.9109], [0.8449, -1.7113, -1.5607]], "lowdin_charge": [-0.09, -0.07, -0.42, 0.10, 0.13, 0.08, 0.06, 0.08, -0.03, -0.10, -0.42, 0.02, 0.08, 0.13, 0.05, 0.08, 0.06, 0.08, 0.08, 0.08]}

---

[3]
{"formula": "C4H11N5", "method": "ωB97M-V/def2-TZVPD", "lumo_energy_ha": -0.317, "molar_mass_g_mol": 129.2, "gap_ev": 7.8, "e_homo_ev": -16.46, "e_above_lowest_kj_mol": 43.0, "total_energy_ev": -11758.9707, "total_charge": 2, "symbols": ["C", "C", "C", "C", "N", "N", "N", "N", "N", "H", "H", "H", "H", "H", "H", "H", "H", "H", "H", "H"], "xyz": [[-0.6462, -0.9277, -1.0202], [1.4233, -0.6409, 0.1507], [1.5442, 0.6609, 0.4572], [-2.4146, 0.3593, 0.0010], [-1.2309, 0.0846, -0.4642], [0.6901, -1.1558, -0.9178], [2.1841, -1.5538, 0.7787], [-3.3064, -0.5491, 0.3057], [1.0792, 1.8191, -0.2652], [-1.1571, -1.3482, -1.9189], [2.1103, 0.7769, 1.4430], [-2.6441, 1.3901, 0.2982], [0.9977, -2.0511, -1.2877], [2.8494, -1.2128, 1.5774], [1.7801, -2.5525, 0.6234], [-4.2786, -0.4273, 0.4769], [-3.0108, -1.4965, 0.1215], [1.2407, 1.7893, -1.3313], [1.5948, 2.6094, 0.2067], [0.0701, 1.7898, -0.0442]], "lowdin_charge": [-0.06, -0.41, -0.09, -0.14, 0.08, 0.15, 0.14, 0.24, 0.19, 0.19, 0.16, 0.17, 0.18, 0.19, 0.18, 0.15, 0.14, 0.22, 0.21, 0.13]}

---

[4]
{"formula": "C4H11N5O", "method": "ωB97M-V/def2-TZVPD", "lumo_energy_ha": [-0.354, -0.354], "molar_mass_g_mol": 145.2, "gap_ev": [8.0, 8.0], "e_homo_ev": [-17.63, -17.63], "e_above_lowest_kj_mol": 458.8, "total_energy_ev": -13803.2489, "total_charge": 2, "symbols": ["C", "C", "C", "C", "N", "N", "N", "N", "N", "O", "H", "H", "H", "H", "H", "H", "H", "H", "H", "H", "H"], "xyz": [[0.2574, 1.2343, 0.8274], [0.3734, -2.1239, -2.1771], [0.0743, -3.3902, -2.7330], [0.5601, 3.0917, 2.2501], [-0.3980, -0.0014, 0.4781], [-0.2630, 1.9198, 1.7892], [-0.2646, -1.6773, -1.0238], [-1.4159, 1.7510, 2.4405], [0.1142, -0.5171, -0.5834], [1.2053, -1.2980, -2.6203], [1.1871, 1.5451, 0.3748], [-0.9734, -3.6364, -2.4940], [0.2455, -3.6742, -3.7381], [0.8431, -4.1778, -2.4122], [1.6510, 2.7753, 2.5236], [0.5399, 3.8697, 1.4326], [0.1468, 3.6907, 3.0787], [-1.1372, -2.1209, -0.8960], [-1.8167, 2.2656, 3.2294], [-2.1141, 1.0660, 2.1499], [1.1849, -0.5920, -1.8963]], "lowdin_charge": [-0.03, -0.29, 0.07, 0.04, 0.15, -0.15, 0.12, 0.18, 0.01, 0.26, 0.16, 0.13, 0.12, 0.19, 0.16, 0.13, 0.11, 0.17, 0.17, 0.15, 0.15]}

---

[5]
{"formula": "C4H11NO", "method": "ωB97M-V/def2-TZVPD", "lumo_energy_ha": [0.132, 0.131], "molar_mass_g_mol": 89.1, "multiplicity": 2, "gap_ev": [2.8, 6.3], "e_homo_ev": [0.82, -2.79], "e_above_lowest_kj_mol": 128.9, "total_energy_ev": -7861.1773, "total_charge": -1, "symbols": ["C", "N", "C", "H", "H", "H", "H", "H", "H", "H", "O", "C", "C", "H", "H", "H", "H"], "xyz": [[-0.2359, -0.7404, 1.3285], [-0.6489, 0.5737, 1.8288], [-0.2595, 0.7738, 3.2441], [0.8280, -0.6554, 1.2122], [-0.6098, -1.4959, 2.0790], [-0.6965, -0.9260, 0.3590], [-1.6588, 0.7284, 1.7699], [-0.6724, 0.1342, 4.0228], [-0.4138, 1.8565, 3.5791], [0.7980, 0.6106, 3.4228], [-0.5926, 0.6429, -2.2229], [0.5365, 0.0799, -2.0045], [1.1125, -1.0738, -2.7745], [1.0670, 0.2361, -1.1386], [0.6480, -1.0676, -3.8402], [0.8584, -2.0420, -2.4089], [2.2127, -0.7744, -2.8370]], "lowdin_spin": [0.01, 0.00, 0.00, 0.00, 0.00, 0.01, 0.00, 0.00, 0.00, 0.00, 0.31, 0.45, 0.10, 0.06, 0.01, 0.04, 0.02]}

---

[6]
{"formula": "C4H11NO", "method": "ωB97M-V/def2-TZVPD", "lumo_energy_ha": 0.035, "molar_mass_g_mol": 89.1, "gap_ev": 9.7, "e_homo_ev": -8.72, "e_above_lowest_kj_mol": 159.2, "total_energy_ev": -7862.9038, "total_charge": 0, "symbols": ["C", "C", "C", "C", "H", "H", "H", "H", "H", "H", "H", "H", "H", "H", "H", "N", "O"], "xyz": [[0.6883, 1.8414, 0.0500], [-0.9662, 0.6049, 1.2063], [0.5443, -0.4779, -0.3436], [-0.4377, -1.6249, -0.6245], [1.3153, 1.9014, 0.9965], [1.4345, 1.8184, -0.8382], [0.0762, 2.8053, 0.0254], [-0.3811, 0.2553, 2.0615], [-1.3564, 1.6122, 1.4188], [-1.8224, -0.0946, 1.0768], [1.1881, -0.2372, -1.2182], [1.2024, -0.8318, 0.4987], [-1.2901, -1.1990, -1.2086], [-0.8173, -2.0542, 0.3282], [0.5586, -2.2953, -2.1374], [-0.1903, 0.7003, -0.0035], [0.2540, -2.7243, -1.2883]], "lowdin_charge": [-0.14, -0.11, -0.24, -0.25, 0.09, 0.10, 0.10, 0.09, 0.09, 0.09, 0.12, 0.14, 0.13, 0.12, 0.10, -0.32, -0.10]}

---

[7]
{"formula": "C4H11NO", "method": "ωB97M-V/def2-TZVPD", "lumo_energy_ha": 0.032, "molar_mass_g_mol": 89.1, "gap_ev": 9.8, "e_homo_ev": -8.97, "e_above_lowest_kj_mol": 90.6, "total_energy_ev": -7863.6145, "total_charge": 0, "symbols": ["C", "C", "C", "C", "O", "N", "H", "H", "H", "H", "H", "H", "H", "H", "H", "H", "H"], "xyz": [[0.1757, 0.3744, 1.6125], [0.8265, -0.0502, 0.2899], [-0.1915, -0.2590, -0.8783], [-1.3498, -1.1227, -0.4397], [-0.5742, 1.0251, -1.3723], [1.8310, 0.9156, -0.1642], [0.9034, 0.0220, 2.3542], [0.0200, 1.4408, 1.6968], [-0.7488, -0.1485, 1.8439], [1.2739, -1.0499, 0.3254], [0.3199, -0.7565, -1.7002], [-1.9153, -1.4831, -1.3186], [-1.0013, -2.0812, -0.0496], [-2.1099, -0.6761, 0.1904], [-1.0581, 0.9345, -2.1841], [1.4228, 1.5214, -0.8514], [2.1756, 1.3935, 0.6456]], "lowdin_charge": [-0.05, -0.40, -0.40, -0.07, -0.04, 0.04, 0.08, 0.08, 0.06, 0.13, 0.14, 0.08, 0.09, 0.08, 0.08, 0.05, 0.06]}

---

[8]
{"formula": "C4H11NO", "method": "ωB97M-V/def2-TZVPD", "lumo_energy_ha": 0.033, "molar_mass_g_mol": 89.1, "gap_ev": 9.7, "e_homo_ev": -8.76, "e_above_lowest_kj_mol": 135.9, "total_energy_ev": -7863.1450, "total_charge": 0, "symbols": ["C", "C", "N", "C", "C", "O", "H", "H", "H", "H", "H", "H", "H", "H", "H", "H", "H"], "xyz": [[-0.6335, 2.1789, -1.4932], [0.1391, 0.9001, -1.1316], [-0.2671, 0.4175, 0.1682], [0.6521, -0.5259, 0.8216], [-0.1390, -1.6687, 1.4121], [0.6450, -2.7043, 1.9887], [-1.2231, 2.0604, -2.4017], [0.0092, 3.0354, -1.7221], [-1.3002, 2.4417, -0.6754], [1.2026, 1.1497, -1.1556], [0.0267, 0.1160, -1.8841], [-1.1789, -0.0166, 0.1027], [1.1721, -0.0107, 1.6331], [1.4129, -0.8323, 0.1016], [-0.7132, -1.2864, 2.2626], [-0.8702, -2.0830, 0.7104], [1.0656, -3.1718, 1.2626]], "lowdin_charge": [-0.09, -0.30, -0.10, -0.22, -0.28, -0.06, 0.06, 0.06, 0.07, 0.11, 0.10, 0.10, 0.12, 0.11, 0.13, 0.12, 0.08]}